Record 1
{"formula": "C58H126N6O8", "method": "ωB97M-V with the def2-TZVPD basis set", "gap_ev": 8.55, "homo_ev": -8.17, "charge": 0, "multiplicity": 1, "relative_energy_kj_mol": 300.3, "lumo_energy_ev": 0.38, "smiles": "CC1(C)CCCC(C)(C)N1O.CC1(C)CCCC(C)(C)N1O.CC1(C)CCCC(C)(C)N1O.CC1(C)CCCC(C)(C)N1O.CC1(C)CCCC(C)(C)N1O.CC1(C)CCCC(C)(C)N1O.CCO.CCO", "e_tot_ha": -3215.60102, "species": ["C", "C", "C", "C", "C", "C", "C", "C", "C", "N", "O", "H", "H", "H", "H", "H", "H", "H", "H", "H", "H", "H", "H", "H", "H", "H", "H", "H", "H", "H", "C", "C", "C", "C", "C", "C", "C", "C", "C", "N", "O", "H", "H", "H", "H", "H", "H", "H", "H", "H", "H", "H", "H", "H", "H", "H", "H", "H", "H", "H", "C", "C", "C", "C", "C", "C", "C", "C", "C", "N", "O", "H", "H", "H", "H", "H", "H", "H", "H", "H", "H", "H", "H", "H", "H", "H", "H", "H", "H", "H", "C", "C", "C", "C", "C", "C", "C", "C", "C", "N", "O", "H", "H", "H", "H", "H", "H", "H", "H", "H", "H", "H", "H", "H", "H", "H", "H", "H", "H", "H", "C", "C", "C", "C", "C", "C", "C", "C", "C", "N", "O", "H", "H", "H", "H", "H", "H", "H", "H", "H", "H", "H", "H", "H", "H", "H", "H", "H", "H", "H", "C", "C", "C", "C", "C", "C", "C", "C", "C", "N", "O", "H", "H", "H", "H", "H", "H", "H", "H", "H", "H", "H", "H", "H", "H", "H", "H", "H", "H", "H", "C", "C", "O", "H", "H", "H", "H", "H", "H", "C", "C", "O", "H", "H", "H", "H", "H", "H"], "coordinates": [[-3.4702, -5.7065, -19.5914], [-2.7379, -6.4576, -20.7575], [-1.3507, -5.7444, -20.8172], [-2.5275, -7.9113, -20.5040], [-3.7194, -8.8271, -20.7416], [-4.2313, -8.5633, -22.1178], [-4.6702, -7.1290, -22.3076], [-5.0644, -6.9968, -23.8506], [-5.8744, -6.6207, -21.4663], [-3.3628, -6.3941, -22.0789], [-3.5546, -5.0572, -22.4584], [-2.7003, -5.5049, -18.8350], [-3.9407, -4.7951, -19.9412], [-4.3096, -6.3194, -19.1224], [-0.7357, -6.0615, -21.6218], [-1.5711, -4.7128, -21.1439], [-0.8364, -5.7836, -19.9247], [-1.7502, -8.3358, -21.2292], [-2.1846, -8.0196, -19.4439], [-3.4691, -9.8747, -20.5143], [-4.4922, -8.4490, -20.0850], [-5.0107, -9.2588, -22.3737], [-3.4555, -8.7084, -22.8212], [-4.2932, -7.3814, -24.5566], [-5.2693, -5.9819, -24.1435], [-5.9095, -7.6456, -24.0862], [-5.9803, -6.9787, -20.4279], [-6.8868, -6.7348, -21.9335], [-5.8718, -5.4595, -21.4510], [-4.2535, -4.5771, -21.9384], [-5.1970, 3.0576, -25.1925], [-5.1657, 1.5944, -24.7665], [-4.7466, 0.7039, -25.9445], [-4.0910, 1.3879, -23.6943], [-4.5295, 1.8168, -22.2478], [-5.9389, 1.3102, -21.9829], [-6.9959, 1.6008, -23.0368], [-8.2621, 0.7760, -22.6045], [-7.1916, 3.1283, -23.0819], [-6.4487, 1.0800, -24.2775], [-7.4071, 1.0693, -25.3381], [-6.1594, 3.3094, -25.7387], [-4.9661, 3.7669, -24.4456], [-4.3381, 3.1826, -25.9159], [-3.7401, 1.0240, -26.3029], [-4.7860, -0.3587, -25.6269], [-5.4035, 0.8159, -26.8185], [-3.8640, 0.3492, -23.6321], [-3.1812, 1.8828, -24.0139], [-3.8065, 1.3747, -21.6136], [-4.5084, 2.9160, -22.1974], [-6.2673, 1.6524, -21.0167], [-5.8640, 0.1893, -21.8043], [-8.5030, 1.1013, -21.6274], [-8.0238, -0.2662, -22.5746], [-9.1190, 0.9357, -23.2987], [-6.1897, 3.5973, -22.9130], [-7.9099, 3.4221, -22.3089], [-7.5760, 3.4139, -24.0977], [-8.1803, 1.7086, -25.2578], [-1.3497, -1.2102, -26.2052], [-0.6251, -2.3875, -25.6523], [0.5946, -2.0130, -24.8039], [-1.5233, -3.2659, -24.8154], [-2.5398, -4.0131, -25.5888], [-1.9700, -4.8949, -26.6640], [-0.9040, -4.1832, -27.5008], [-0.0671, -5.2240, -28.1546], [-1.5974, -3.4215, -28.6490], [-0.0891, -3.3452, -26.6246], [1.0024, -2.7118, -27.3746], [-1.5111, -0.3826, -25.4650], [-0.8172, -0.8834, -27.1037], [-2.2819, -1.5902, -26.4921], [1.3390, -1.3616, -25.2894], [0.3065, -1.4620, -23.9404], [1.1583, -2.9200, -24.3798], [-0.9862, -4.0569, -24.2752], [-2.0720, -2.5757, -24.1045], [-3.2071, -4.4827, -24.8182], [-3.2263, -3.2560, -26.0659], [-2.7543, -5.2534, -27.2935], [-1.5164, -5.7818, -26.2417], [0.4362, -5.7134, -27.3290], [0.4802, -4.8444, -28.9836], [-0.7678, -5.9332, -28.6229], [-2.4924, -2.8020, -28.4124], [-2.0280, -4.0988, -29.4285], [-0.9272, -2.7606, -29.1816], [1.6687, -3.3932, -27.2706], [-12.1681, 0.5320, -26.3332], [-10.5940, 0.6704, -26.1658], [-10.0552, -0.3885, -25.1517], [-9.8739, 0.4281, -27.5263], [-10.1309, 1.5813, -28.5046], [-9.8148, 2.8913, -27.8369], [-10.5334, 3.2835, -26.5220], [-9.7059, 4.4512, -26.0219], [-11.9968, 3.6914, -26.6631], [-10.2002, 2.0451, -25.6705], [-10.6746, 2.2003, -24.3208], [-12.7217, 0.8993, -25.4192], [-12.5296, 1.0689, -27.1982], [-12.4124, -0.5295, -26.4357], [-9.0103, -0.2613, -25.0228], [-10.5486, -0.3004, -24.1808], [-10.2358, -1.3948, -25.5608], [-8.8061, 0.0881, -27.3964], [-10.3887, -0.4763, -27.9118], [-9.4784, 1.3520, -29.3598], [-11.1577, 1.6050, -28.8583], [-10.0610, 3.6478, -28.5784], [-8.7713, 2.9665, -27.6052], [-8.6808, 4.1774, -25.7357], [-10.1806, 4.9359, -25.1802], [-9.5985, 5.1890, -26.8047], [-12.5569, 3.0961, -27.3488], [-11.9769, 4.7093, -27.0411], [-12.3854, 3.6282, -25.6514], [-11.6482, 2.3220, -24.4335], [-7.4682, -8.2072, -28.8638], [-6.9282, -6.7800, -28.7766], [-6.6817, -6.5842, -27.2461], [-5.6225, -6.7706, -29.5577], [-5.1682, -5.3517, -29.9388], [-6.4226, -4.6751, -30.6288], [-7.6475, -4.5910, -29.7382], [-7.4769, -3.4977, -28.6561], [-8.8230, -4.1444, -30.6920], [-7.9854, -5.9297, -29.2950], [-9.0897, -5.9195, -28.4395], [-6.6854, -8.9253, -28.5783], [-8.3102, -8.2735, -28.1989], [-7.7798, -8.4545, -29.8607], [-7.6170, -6.5869, -26.6038], [-6.2400, -7.5470, -26.8952], [-6.0872, -5.7338, -26.9203], [-4.8326, -7.3195, -28.9590], [-5.5975, -7.3752, -30.4792], [-4.7376, -4.7063, -29.1540], [-4.3578, -5.4789, -30.5946], [-6.6458, -5.2244, -31.5092], [-6.1493, -3.6750, -30.9321], [-8.2597, -3.5336, -27.9263], [-7.4498, -2.5667, -29.1857], [-6.5692, -3.5369, -28.0269], [-8.8649, -4.7394, -31.5558], [-8.7152, -3.1036, -31.0128], [-9.7666, -4.2374, -30.1211], [-8.9001, -5.5822, -27.5478], [-13.2925, -7.3024, -24.9905], [-11.9817, -6.6905, -24.5477], [-11.0115, -7.8568, -24.1635], [-11.4878, -5.8409, -25.6952], [-10.2467, -4.9102, -25.3904], [-10.6678, -3.9534, -24.2759], [-11.1871, -4.7122, -23.0501], [-10.0210, -5.2507, -22.1909], [-11.8275, -3.6741, -22.1483], [-12.2120, -5.7096, -23.4240], [-12.5741, -6.5205, -22.2452], [-13.6732, -8.0776, -24.3328], [-14.0758, -6.5533, -25.0701], [-13.1735, -7.7350, -25.9653], [-10.7190, -8.4092, -24.9930], [-10.1040, -7.4902, -23.7476], [-11.3893, -8.5251, -23.3993], [-11.2474, -6.4856, -26.5734], [-12.2780, -5.1498, -25.8221], [-9.3463, -5.4595, -25.1426], [-10.0167, -4.3885, -26.3839], [-11.3729, -3.1915, -24.5952], [-9.7858, -3.3924, -23.9487], [-10.5398, -5.8628, -21.4692], [-9.3894, -4.4247, -21.8737], [-9.3488, -5.9352, -22.7240], [-11.2007, -2.7985, -22.1244], [-12.0127, -4.0149, -21.1423], [-12.7802, -3.2633, -22.4997], [-13.5151, -6.4188, -22.1419], [-4.1733, -1.6376, -19.9388], [-5.4938, -2.3807, -20.3166], [-5.2529, -3.0912, -21.5397], [-3.4379, -2.4298, -19.5709], [-4.1548, -0.8570, -19.2123], [-3.7425, -1.1632, -20.8252], [-6.2726, -1.6199, -20.3786], [-5.6992, -3.0561, -19.5227], [-5.4718, -2.3698, -22.2243], [-6.4808, -3.5543, -24.5884], [-6.9737, -2.0759, -24.3970], [-6.1056, -1.4113, -23.4661], [-7.1620, -4.2301, -25.1584], [-6.4610, -4.0693, -23.6005], [-5.4985, -3.5855, -25.0327], [-7.9980, -2.0733, -24.0403], [-7.0788, -1.5577, -25.3322], [-6.1118, -0.4716, -23.8730]]}

=====

Record 2
{"formula": "C58H134O8", "method": "ωB97M-V with the def2-TZVPD basis set", "gap_ev": 9.36, "homo_ev": -9.15, "charge": 0, "multiplicity": 1, "lumo_energy_ev": 0.21, "smiles": "CCOC(C)=O.COCCOCCOC.COCCOCCOC.CCCCCC.CCCCCC.CCCCCC.CCCCCC.CCCCCC.CCCCCC.CCCCCC", "e_tot_ha": -2891.81171, "species": ["C", "C", "O", "C", "C", "O", "H", "H", "H", "H", "H", "H", "H", "H", "C", "O", "C", "C", "O", "C", "C", "O", "C", "H", "H", "H", "H", "H", "H", "H", "H", "H", "H", "H", "H", "H", "H", "C", "O", "C", "C", "O", "C", "C", "O", "C", "H", "H", "H", "H", "H", "H", "H", "H", "H", "H", "H", "H", "H", "H", "C", "C", "C", "C", "C", "C", "H", "H", "H", "H", "H", "H", "H", "H", "H", "H", "H", "H", "H", "H", "C", "C", "C", "C", "C", "C", "H", "H", "H", "H", "H", "H", "H", "H", "H", "H", "H", "H", "H", "H", "C", "C", "C", "C", "C", "C", "H", "H", "H", "H", "H", "H", "H", "H", "H", "H", "H", "H", "H", "H", "C", "C", "C", "C", "C", "C", "H", "H", "H", "H", "H", "H", "H", "H", "H", "H", "H", "H", "H", "H", "C", "C", "C", "C", "C", "C", "H", "H", "H", "H", "H", "H", "H", "H", "H", "H", "H", "H", "H", "H", "C", "C", "C", "C", "C", "C", "H", "H", "H", "H", "H", "H", "H", "H", "H", "H", "H", "H", "H", "H", "C", "C", "C", "C", "C", "C", "H", "H", "H", "H", "H", "H", "H", "H", "H", "H", "H", "H", "H", "H"], "coordinates": [[0.9425, -7.9988, -6.7671], [0.1850, -6.6979, -6.7530], [0.9397, -5.7435, -6.0424], [2.0540, -5.1631, -6.4331], [2.5653, -4.3199, -5.2466], [2.5759, -5.2099, -7.6226], [1.5531, -8.0657, -7.6675], [0.2661, -8.8413, -6.9113], [1.5443, -8.3190, -5.9165], [-0.0150, -6.3111, -7.7522], [-0.7803, -6.8225, -6.2624], [2.8814, -5.0852, -4.5377], [1.7773, -3.6921, -4.8306], [3.4646, -3.8006, -5.5778], [5.3943, 0.7414, -10.2116], [4.9415, 1.7526, -9.2908], [4.3522, 1.3133, -8.0702], [5.2420, 1.8448, -6.9156], [6.5826, 1.3601, -7.0332], [7.6642, 2.0468, -6.4430], [7.9536, 1.6931, -4.9738], [6.9394, 2.3472, -4.2480], [6.2693, 1.6011, -3.2738], [5.5744, 1.3171, -11.1194], [4.6294, -0.0131, -10.3954], [6.2960, 0.2203, -9.8898], [4.2436, 0.2318, -8.1521], [3.3890, 1.8207, -8.0148], [4.8840, 1.5477, -5.9299], [5.2019, 2.9301, -6.8220], [7.5631, 3.1177, -6.6190], [8.5857, 1.7756, -6.9582], [8.9278, 2.1060, -4.7118], [7.9077, 0.6421, -4.6885], [5.6612, 2.2197, -2.6137], [6.9404, 0.9861, -2.6742], [5.5406, 0.8749, -3.6340], [-7.5940, 1.5233, 3.5923], [-7.6175, 1.4781, 2.2055], [-8.2007, 2.6196, 1.7249], [-7.5490, 4.0387, 1.9333], [-6.1565, 4.1156, 1.7132], [-5.6303, 5.4592, 1.8943], [-4.1676, 5.4818, 1.4283], [-4.0704, 5.5626, -0.0451], [-3.6768, 6.8540, -0.5148], [-7.1390, 2.4502, 3.9415], [-6.9229, 0.7522, 3.9707], [-8.5998, 1.3279, 3.9641], [-9.2605, 2.8027, 1.9023], [-8.2020, 2.4873, 0.6430], [-7.8357, 4.4093, 2.9175], [-8.1030, 4.6402, 1.2126], [-5.6518, 5.6650, 2.9645], [-6.2587, 6.0712, 1.2472], [-3.5691, 4.6475, 1.7942], [-3.7996, 6.3714, 1.9395], [-4.4507, 7.6020, -0.3425], [-3.5020, 6.7231, -1.5827], [-2.6621, 7.0693, -0.1798], [-6.5856, 1.8330, -11.4980], [-6.2870, 2.1962, -10.0408], [-4.8231, 2.6764, -9.7596], [-3.6919, 1.8676, -10.3423], [-3.5148, 0.5621, -9.4932], [-2.6986, -0.5640, -10.1913], [-7.5197, 1.3228, -11.7329], [-5.9105, 0.9986, -11.6881], [-6.4105, 2.6700, -12.1740], [-7.0820, 2.8058, -9.6112], [-6.5178, 1.3469, -9.3976], [-4.6816, 2.8197, -8.6884], [-4.5556, 3.6215, -10.2321], [-3.8906, 1.5920, -11.3780], [-2.7697, 2.4273, -10.1861], [-2.9768, 0.6857, -8.5533], [-4.4890, 0.1206, -9.2830], [-3.3349, -1.3930, -9.8815], [-2.6767, -0.3809, -11.2656], [-1.6822, -0.7716, -9.8565], [0.0698, -8.2504, -0.2586], [1.2983, -7.6551, 0.3470], [1.3667, -7.8051, 1.9178], [2.7704, -7.3463, 2.3684], [3.0271, -7.5986, 3.8363], [4.4829, -7.5864, 4.3405], [0.1855, -8.2959, -1.3415], [-0.7851, -7.5755, -0.2173], [-0.0930, -9.1949, 0.2604], [2.1740, -7.9452, -0.2336], [1.4025, -6.5958, 0.1125], [1.1774, -8.8452, 2.1831], [0.5691, -7.1877, 2.3310], [3.5996, -7.8046, 1.8294], [2.8384, -6.2758, 2.1748], [2.3102, -7.0123, 4.4110], [2.6608, -8.6100, 4.0124], [4.6361, -8.1648, 5.2516], [5.1034, -8.0289, 3.5612], [4.9178, -6.6084, 4.5465], [-1.2007, -0.2600, -1.6808], [-0.8078, -1.1266, -0.4291], [-0.0690, -0.4079, 0.7051], [-0.0212, -1.0437, 2.1581], [1.2126, -0.5005, 3.0549], [1.0424, -0.9890, 4.5346], [-1.8379, 0.5220, -1.2677], [-1.9137, -0.7005, -2.3776], [-0.4177, 0.2894, -2.2034], [-1.6952, -1.6276, -0.0422], [-0.1750, -1.9881, -0.6422], [-0.4439, 0.6013, 0.8757], [0.9712, -0.3648, 0.3823], [-0.9467, -0.8708, 2.7075], [-0.0947, -2.1311, 2.1467], [2.2153, -0.7438, 2.7034], [1.2038, 0.5895, 3.0561], [0.0929, -0.7780, 5.0267], [1.1422, -2.0742, 4.5156], [1.7618, -0.7144, 5.3061], [7.9002, -5.0420, 1.0054], [8.2690, -4.9246, -0.4843], [8.8958, -6.2252, -1.0181], [7.7933, -7.2898, -1.3957], [8.4169, -8.6674, -1.7808], [8.9084, -9.5080, -0.6251], [7.6977, -4.1239, 1.5570], [8.7146, -5.4014, 1.6344], [6.9989, -5.6445, 1.1176], [7.5294, -4.5002, -1.1632], [9.0973, -4.2170, -0.5225], [9.5856, -6.4830, -0.2146], [9.5039, -6.0796, -1.9109], [7.0389, -7.3508, -0.6114], [7.1303, -6.8838, -2.1598], [7.5962, -9.3355, -2.0416], [9.1352, -8.6344, -2.6000], [9.4463, -10.3786, -1.0003], [9.7153, -8.9652, -0.1328], [8.1118, -9.7249, 0.0866], [-1.4395, 7.5089, 15.3836], [-2.0484, 6.1328, 15.0729], [-1.0024, 5.2108, 14.4414], [-1.3726, 3.6862, 14.3147], [-0.3358, 2.6891, 13.8902], [0.0535, 2.7740, 12.3482], [-0.5323, 7.4045, 15.9787], [-2.1373, 8.1976, 15.8599], [-0.9778, 7.9301, 14.4905], [-2.3738, 5.6700, 16.0047], [-2.8472, 6.1028, 14.3319], [-0.1411, 5.2566, 15.1079], [-0.6988, 5.4934, 13.4334], [-1.6374, 3.4638, 15.3484], [-2.2002, 3.5810, 13.6132], [0.5335, 3.0045, 14.4671], [-0.7181, 1.6980, 14.1345], [1.0879, 3.1051, 12.2552], [-0.0204, 1.9571, 11.6303], [-0.5524, 3.5528, 11.8850], [-8.1310, -3.5309, -5.0770], [-9.2610, -2.8626, -4.2608], [-10.1604, -1.9061, -5.0825], [-10.9524, -0.8736, -4.2595], [-11.9110, 0.0654, -5.0684], [-13.2909, -0.5001, -5.2190], [-7.3995, -4.0846, -4.4883], [-7.4668, -2.7776, -5.5007], [-8.4564, -4.2233, -5.8533], [-9.9550, -3.5940, -3.8467], [-8.7556, -2.4664, -3.3801], [-10.9097, -2.4656, -5.6426], [-9.5569, -1.4684, -5.8778], [-11.4287, -1.3834, -3.4221], [-10.2090, -0.2874, -3.7193], [-12.0372, 1.0779, -4.6850], [-11.4581, 0.0951, -6.0594], [-13.7425, -0.5324, -4.2275], [-14.0052, 0.0092, -5.8659], [-13.2144, -1.5418, -5.5305], [5.3720, 10.5861, 6.6918], [5.1991, 10.4338, 8.2312], [5.0354, 9.0724, 8.9363], [3.7150, 8.4724, 8.5302], [3.5852, 6.9709, 9.0042], [4.5529, 6.0193, 8.1871], [4.5106, 10.3890, 6.0536], [6.1592, 9.9124, 6.3534], [5.6185, 11.6473, 6.6591], [6.1155, 10.8725, 8.6258], [4.4390, 11.1718, 8.4878], [5.1638, 9.2770, 9.9992], [5.8806, 8.4770, 8.5911], [2.9159, 9.1095, 8.9091], [3.5335, 8.3816, 7.4592], [3.7727, 6.8957, 10.0753], [2.5918, 6.6576, 8.6832], [4.0165, 5.1053, 7.9323], [4.8086, 6.5158, 7.2510], [5.5408, 5.9547, 8.6432]]}